C49H81BCrN10O4S3Si4Te | wB97M-V/def2-TZVPD

Geometry (Å):
Si  1.2771  4.8935  4.3364
H  -1.2329  -4.6627  5.4816
H  -2.8861  7.4885  4.9079
H  2.2807  6.2972  2.5321
C  3.4524  1.5687  -2.0212
C  -1.9380  0.9939  -2.3451
H  -0.9278  4.7125  7.5155
H  -1.0368  -4.2603  -8.2644
N  -1.0078  -0.9100  2.0601
H  2.5670  6.3736  5.8807
C  3.9192  -2.6498  -4.4758
H  -2.7170  1.9946  -7.2533
C  3.4859  0.0077  3.4877
C  3.7905  -0.4772  -3.2313
C  -1.2362  1.6848  -4.9246
H  3.3821  3.6899  -1.7438
C  3.9324  2.8246  -1.3718
C  5.4795  -0.7910  -5.0374
C  -0.1118  -2.6299  -2.5992
O  2.8227  -0.7988  0.0273
H  1.2027  -5.3990  -6.3949
N  -0.4253  0.9872  -4.2013
N  1.6893  0.0654  -2.5386
H  -3.5327  5.0759  1.5556
H  1.6038  2.4492  4.5107
C  -0.5495  -5.0070  -1.9020
C  -0.7525  2.1347  -6.2920
H  -0.3271  -1.4817  -7.4025
C  -0.0426  -2.8755  5.8499
H  -4.7354  1.1672  -2.2046
C  -0.1683  -4.2142  -4.2911
H  -4.5965  3.1304  5.8454
C  -1.9477  4.8154  7.1377
C  -3.6029  6.0340  2.0754
C  -1.0941  -4.0871  -7.1886
H  1.4632  -4.6797  -7.9817
H  3.7459  2.7821  -0.2974
H  -1.2991  -5.0468  -6.7113
C  -2.9011  1.6712  -3.1851
H  0.6246  -2.4436  -8.5432
Cr  -0.1469  0.5703  0.6516
N  -1.8414  -1.9648  2.0325
H  -1.4579  -4.7524  -1.3524
C  2.5882  -0.4490  1.1818
S  1.0094  2.1273  -0.9655
H  1.4015  -1.6921  -7.1395
C  -1.1775  -1.9213  5.4708
C  3.6056  -0.6756  2.2680
H  0.0793  7.6096  1.9077
H  2.9968  3.2999  5.2006
H  -1.9376  -3.4215  -6.9964
H  1.5002  -1.3356  5.9565
Si  -1.9384  6.4725  2.8338
H  -1.7472  4.0810  -6.1762
H  4.7896  -0.3900  -5.7827
C  -4.2396  2.0393  -2.6320
H  1.4959  3.1631  6.1287
N  2.5340  -0.7766  -3.1620
H  2.1178  -2.9803  5.7895
C  2.0751  1.1797  -1.8916
H  -1.0450  -0.9523  5.9538
H  6.3718  -2.7344  -3.2895
C  1.5255  6.3162  5.5521
C  1.3713  -4.4558  -6.9177
H  -3.2309  2.5370  -5.0830
H  0.8990  6.1988  6.4388
H  6.1024  0.0277  -4.6744
H  6.4212  0.4420  6.4864
H  0.9770  1.9422  -7.5543
H  -1.5446  1.4506  5.0328
H  -2.1216  5.8730  6.9281
H  1.4213  -2.1685  4.4000
H  -0.0988  -2.9511  6.9409
Si  -0.9692  4.5707  3.7774
C  -2.5370  2.0050  -4.4447
C  4.6378  -1.5770  2.0556
S  -2.2812  0.8569  -0.7029
H  6.3823  -2.5654  2.8962
O  1.5190  0.1439  1.5856
H  -4.4449  4.7589  5.1741
N  -0.7940  0.6009  -2.9559
Si  -2.1992  3.7613  5.5927
H  -0.1373  -4.2413  4.1668
H  -2.6320  4.5146  7.9360
C  -2.1850  7.8154  4.1363
H  3.3183  4.9170  2.9175
H  0.0049  0.0414  3.6714
C  4.7150  -1.4801  -3.9005
C  5.6996  -1.9984  -2.8440
Te  -0.9854  2.8186  2.0547
O  6.2177  -1.2773  5.3602
N  -1.2539  -1.6677  4.0375
C  4.2857  0.7359  -2.6867
H  -3.9127  6.7968  1.3562
O  4.5160  0.2440  5.7157
H  -0.3846  4.0160  -7.2954
H  -4.8655  2.4711  -3.4114
H  1.8667  4.6810  1.9332
B  0.2498  -0.4432  -2.5565
H  5.4089  -0.8590  7.2118
C  0.2200  -3.4645  -6.6968
H  0.6931  0.5270  -6.5154
S  -0.1734  -1.7469  -1.1259
H  5.1626  -2.4672  -2.0177
C  5.6807  -0.3379  6.2921
H  1.2703  7.2714  5.0874
C  -0.7477  3.6687  -6.3264
H  0.2654  -5.0268  -1.1755
C  5.5809  -1.8560  3.0489
H  -2.5855  8.7282  3.6868
H  6.3089  -1.1918  -2.4327
H  -1.3472  1.8744  -8.3548
H  3.2213  -2.3030  -5.2400
H  -1.7661  0.5047  -7.3180
H  -4.1698  3.3515  4.1395
N  0.2535  -1.9222  -4.8158
H  3.3406  -3.1553  -3.7018
H  -0.7290  1.9598  6.5240
H  -2.4364  1.4784  6.5711
H  -1.3255  7.8571  0.8606
H  -4.3789  5.9507  2.8390
C  0.6584  1.6152  -6.5626
H  -4.1258  2.7577  -1.8188
H  -1.2420  8.0675  4.6266
N  0.1315  -1.7078  -3.5202
C  0.4971  -2.1899  -7.4896
C  1.9061  3.3012  5.1254
H  4.6073  -3.3691  -4.9251
H  -2.1469  -2.3225  5.7617
H  -0.0941  4.0710  -5.5508
C  -0.8033  7.1258  1.4833
N  -1.9953  -2.4302  3.2139
H  4.9968  2.9646  -1.5539
C  -0.6465  -0.7368  3.3112
H  1.3656  1.9973  -5.8256
H  0.5043  -4.9549  5.6453
H  6.1357  -1.5102  -5.5310
C  -4.0276  3.7496  5.1466
C  -0.2431  -4.2644  5.2533
H  2.6918  0.7245  3.6424
C  -0.2771  -3.9800  -2.9493
C  1.3211  -2.3021  5.4797
H  2.3186  -4.0398  -6.5722
H  -0.6614  -5.9979  -2.3372
H  4.6909  -2.0672  1.0930
C  -1.6735  1.9882  5.9757
H  -0.2840  -5.2231  -4.6676
C  4.4223  -0.2698  4.4458
H  5.3364  0.9798  -2.7779
C  2.2807  5.2338  2.7799
C  0.0996  -3.1659  -5.2101
H  -0.4657  6.3073  0.8435
C  5.4414  -1.1825  4.2365
C  -1.7079  1.5941  -7.3636

Force components x, y, z for each atom (eV/Å):
Si 0.0 0.0 0.0
H 0.0 0.0 0.0
H 0.0 0.0 0.0
H 0.0 0.0 0.0
C 0.1 0.0 0.0
C 0.1 0.1 0.1
H 0.0 0.0 0.0
H 0.0 0.0 0.0
N 0.2 0.3 -0.2
H 0.0 0.0 0.0
C 0.0 0.0 0.0
H 0.0 0.0 0.0
C 0.0 0.0 0.0
C 0.0 0.0 0.0
C 0.0 0.0 0.0
H 0.0 0.0 0.0
C 0.0 0.0 0.0
C 0.0 0.0 0.0
C 0.0 0.2 0.0
O 0.0 -0.1 0.0
H 0.0 0.0 0.0
N 0.0 0.0 0.0
N 0.1 0.0 0.0
H 0.0 0.0 0.0
H 0.0 0.0 0.0
C 0.0 0.0 0.0
C 0.0 0.0 0.0
H 0.0 0.0 0.0
C 0.0 0.0 0.0
H 0.0 0.0 0.0
C 0.0 0.0 0.1
H 0.0 0.0 0.0
C 0.0 -0.1 0.0
C 0.0 0.0 0.0
C 0.0 0.0 0.0
H 0.0 0.0 0.0
H 0.0 0.0 0.0
H 0.0 0.0 0.0
C -0.1 0.1 -0.1
H 0.0 0.0 0.0
Cr -0.1 0.0 -0.4
N 0.0 0.0 0.0
H 0.0 0.0 0.0
C 0.1 0.3 -0.1
S -0.1 -0.2 0.1
H 0.0 0.0 0.0
C 0.0 0.0 0.0
C 0.0 -0.1 0.0
H 0.0 0.0 0.0
H 0.0 0.0 0.0
H 0.0 0.0 0.0
H 0.0 0.0 0.0
Si 0.0 0.0 0.0
H 0.0 0.0 0.0
H 0.0 0.0 0.0
C 0.0 0.0 0.0
H 0.0 0.0 0.0
N 0.0 0.0 0.0
H 0.0 0.0 0.0
C -0.1 0.0 0.0
H 0.0 0.0 0.0
H 0.0 0.0 0.0
C 0.0 0.0 0.0
C 0.0 0.0 0.0
H 0.0 0.0 0.0
H 0.0 0.0 0.0
H 0.0 0.0 0.0
H 0.0 0.0 0.0
H 0.0 0.0 0.0
H 0.0 0.0 0.0
H 0.0 0.0 0.0
H 0.0 0.0 0.0
H 0.0 0.0 0.0
Si 0.2 0.0 0.2
C 0.0 0.0 0.0
C 0.0 0.0 0.0
S 0.2 -0.3 0.2
H 0.0 0.0 0.0
O 0.1 -0.2 0.2
H 0.0 0.0 0.0
N -0.1 0.0 0.0
Si 0.0 0.1 0.0
H 0.0 0.0 0.0
H 0.0 0.0 0.0
C 0.0 0.0 0.0
H 0.0 0.0 0.0
H 0.0 0.0 0.0
C 0.0 0.0 0.0
C 0.0 0.0 0.0
Te -0.4 0.3 0.0
O 0.0 0.0 0.0
N 0.0 0.0 0.0
C 0.0 0.0 0.0
H 0.0 0.0 0.0
O 0.0 0.0 0.0
H 0.0 0.0 0.0
H 0.0 0.0 0.0
H 0.0 0.0 0.0
B -0.1 0.0 0.0
H 0.0 0.0 0.0
C 0.0 0.0 0.0
H 0.0 0.0 0.0
S -0.1 0.0 0.1
H 0.0 0.0 0.0
C 0.0 0.0 0.0
H 0.0 0.0 0.0
C 0.0 0.0 0.0
H 0.0 0.0 0.0
C 0.0 0.0 0.0
H 0.0 0.0 0.0
H 0.0 0.0 0.0
H 0.0 0.0 0.0
H 0.0 0.0 0.0
H 0.0 0.0 0.0
H 0.0 0.0 0.0
N 0.0 0.0 -0.1
H 0.0 0.0 0.0
H 0.0 0.0 0.0
H 0.0 0.0 0.0
H 0.0 0.0 0.0
H 0.0 0.0 0.0
C 0.0 0.0 0.0
H 0.0 0.0 0.0
H 0.0 0.0 0.0
N 0.0 -0.1 0.1
C 0.0 0.0 0.0
C 0.0 0.0 0.0
H 0.0 0.0 0.0
H 0.0 0.0 0.0
H 0.0 0.0 0.0
C 0.0 0.0 0.0
N 0.0 0.0 0.0
H 0.0 0.0 0.0
C -0.1 0.0 0.0
H 0.0 0.0 0.0
H 0.0 0.0 0.0
H 0.0 0.0 0.0
C 0.0 0.0 0.0
C 0.0 0.0 0.0
H 0.0 0.0 0.0
C 0.0 -0.1 -0.1
C 0.1 0.0 0.0
H 0.0 0.0 0.0
H 0.0 0.0 0.0
H 0.0 0.0 0.0
C 0.0 0.0 0.0
H 0.0 0.0 0.0
C 0.0 0.0 0.0
H 0.0 0.0 0.0
C 0.0 0.0 0.0
C 0.0 0.1 -0.1
H 0.0 0.0 0.0
C 0.0 0.0 0.0
C 0.0 0.0 0.0

Calculated values
multiplicity = 5
electronic energy = -6454.3938 Ha
relative energy (zero: lowest compared OMol25 entry of this formula, charge and spin) = 0.168 eV
molecular weight = 1273.21 g/mol

These are the Löwdin partial charges, in e, on atoms 1 to 99:
1 Si 0.32
2 H 0.08
3 H 0.02
4 H 0.02
5 C -0.24
6 C -0.61
7 H 0.02
8 H 0.09
9 N -0.05
10 H 0.03
11 C -0.06
12 H 0.08
13 C 0.07
14 C -0.21
15 C -0.21
16 H 0.08
17 C -0.06
18 C -0.04
19 C -0.47
20 O 0.03
21 H 0.08
22 N 0.18
23 N 0.02
24 H 0.00
25 H 0.00
26 C -0.02
27 C -0.55
28 H 0.07
29 C -0.41
30 H 0.08
31 C 0.08
32 H 0.02
33 C -0.22
34 C -0.22
35 C -0.04
36 H 0.09
37 H 0.08
38 H 0.08
39 C -0.24
40 H 0.09
41 Cr -0.04
42 N 0.02
43 H 0.10
44 C -0.57
45 S 0.74
46 H 0.08
47 C -0.10
48 C -0.12
49 H 0.02
50 H 0.03
51 H 0.09
52 H 0.09
53 Si 0.32
54 H 0.08
55 H 0.09
56 C -0.07
57 H 0.02
58 N 0.19
59 H 0.08
60 C -0.58
61 H 0.12
62 H 0.09
63 C -0.22
64 C -0.03
65 H 0.12
66 H 0.01
67 H 0.08
68 H 0.14
69 H 0.09
70 H -0.02
71 H 0.02
72 H 0.07
73 H 0.14
74 Si -0.02
75 C 0.06
76 C -0.02
77 S 0.69
78 H 0.12
79 O -0.21
80 H 0.02
81 N 0.00
82 Si 0.32
83 H 0.07
84 H 0.03
85 C -0.22
86 H 0.02
87 H 0.11
88 C -0.54
89 C -0.03
90 Te 0.47
91 O 0.03
92 N -0.08
93 C 0.06
94 H 0.02
95 O 0.02
96 H 0.09
97 H 0.08
98 H 0.00
99 B -0.80